[1]
88
Properties=species:S:1:pos:R:3 method="wB97M-V/def2-TZVPD" smiles="Fc1ccccc1.Fc1ccccc1.Fc1ccccc1.Fc1ccccc1.CC(C)=O.CC(C)=O.CC(C)=O.CC(C)=O" spin_multiplicity=1 relative_energy_kcal_mol=7.9 energy_ev=-57104.9937 orbital_gap_ha=0.3614
C 1.13119 0.73467 -6.88555
C 1.43744 1.72643 -5.77942
O 1.10024 2.88297 -5.86208
C 2.31072 1.22083 -4.65338
H 1.95343 0.74282 -7.59869
H 0.22347 1.09171 -7.37644
H 0.91722 -0.25486 -6.48653
H 2.10960 0.16680 -4.46744
H 2.17463 1.84713 -3.77515
H 3.37017 1.28260 -4.91705
C 2.59413 -2.03542 2.44397
C 4.02388 -2.45877 2.72671
O 4.33071 -3.00736 3.75584
C 4.97746 -2.25923 1.58010
H 2.60071 -0.97705 2.19225
H 1.97405 -2.33514 3.28752
H 2.26297 -2.67102 1.61937
H 4.78525 -2.90914 0.73518
H 5.96530 -2.44123 2.00662
H 4.89877 -1.20631 1.29823
C -0.18436 -0.12885 0.11489
C 0.55081 0.79353 -0.81917
O 1.43927 0.41181 -1.54685
C 0.04166 2.22100 -0.88454
H 0.48509 -0.92844 0.44822
H -0.98013 -0.62280 -0.44639
H -0.53230 0.28422 1.06063
H 0.43694 2.71466 0.01053
H -1.04276 2.29310 -0.87460
H 0.50429 2.69836 -1.74706
C -2.05800 -1.95794 3.68701
C -2.11020 -1.28892 5.04069
O -2.97806 -1.53289 5.84556
C -1.04748 -0.28864 5.34617
H -3.01347 -2.39835 3.41662
H -1.28323 -2.71937 3.61337
H -1.84081 -1.13471 2.99784
H -0.11739 -0.87251 5.30445
H -1.16711 0.19035 6.31178
H -0.91909 0.48388 4.58720
F -0.49356 -1.84844 -3.88604
C -1.23463 -0.94477 -4.57436
C -1.24739 0.34754 -4.11979
C -1.96546 1.31191 -4.82659
C -2.74533 0.90702 -5.91790
C -2.73405 -0.41978 -6.33081
C -1.95980 -1.36519 -5.66834
H -0.65580 0.66762 -3.27125
H -1.90458 2.35776 -4.56518
H -3.29132 1.68462 -6.43437
H -3.33390 -0.70017 -7.18611
H -1.92269 -2.36893 -6.06672
F 0.83334 1.08691 3.02988
C 1.26655 2.32625 3.34072
C 2.62043 2.57218 3.22410
C 3.11367 3.84470 3.46474
C 2.24936 4.83066 3.90441
C 0.89505 4.56212 4.08097
C 0.38195 3.32658 3.70455
H 3.31161 1.81009 2.88403
H 4.16278 4.06693 3.33091
H 2.65116 5.81205 4.12549
H 0.20943 5.29232 4.48646
H -0.67223 3.10272 3.79284
F 3.78264 -5.00871 0.32712
C 2.58224 -4.60187 -0.13566
C 1.48520 -5.35027 0.20447
C 0.21926 -4.89844 -0.17110
C 0.07944 -3.70545 -0.86590
C 1.21797 -2.98677 -1.26134
C 2.45310 -3.46578 -0.92681
H 1.58293 -6.27611 0.75570
H -0.65076 -5.50382 0.04481
H -0.90071 -3.32862 -1.12711
H 1.07362 -2.11800 -1.88692
H 3.36345 -2.94475 -1.20487
F -2.03829 2.95907 1.67019
C -3.20561 2.27724 1.64224
C -3.58628 1.58925 2.77698
C -4.85137 1.02405 2.84889
C -5.72748 1.15252 1.77852
C -5.28036 1.76463 0.61013
C -3.99872 2.29406 0.51100
H -2.88410 1.57462 3.60268
H -5.16452 0.54154 3.76540
H -6.71815 0.72516 1.83885
H -5.95976 1.85549 -0.22745
H -3.73335 2.81034 -0.40189

[2]
84
Properties=species:S:1:pos:R:3 method="wB97M-V/def2-TZVPD" spin_multiplicity=2 s_squared=0.7578 relative_energy_kcal_mol=182.4 energy_ev=-80420.2976 total_charge=+1 orbital_gap_ha="0.1157 / 0.1964"
C 0.82911 2.84205 0.03832
C 1.26352 2.81884 -1.29606
C 0.07259 2.82157 -2.16839
H 2.27384 2.94917 -1.65477
C -1.09296 2.76422 -1.24740
C -0.60305 2.81877 0.06909
H -1.18849 2.90763 0.97141
H 1.45331 2.94311 0.90763
H 0.00483 3.42429 -3.09116
H -2.12137 2.89607 -1.56233
Yb 0.03222 0.57822 -1.03833
C -1.65929 -3.13258 -3.94120
H -2.18166 -2.16483 -3.88209
H -2.25457 -3.66557 -4.71334
H -1.39688 -4.07449 -3.21314
Si 0.44040 1.11572 -3.55936
C 1.66866 0.12173 -4.60907
C 2.67391 1.05770 -4.88289
H 2.75241 1.97534 -4.30265
C 3.54906 0.84060 -5.94868
H 4.25955 1.60041 -6.21207
C 3.48885 -0.37401 -6.66603
H 4.19304 -0.55051 -7.49665
C 2.53474 -1.35166 -6.33729
H 2.49845 -2.29329 -6.90932
C 1.63117 -1.13946 -5.26739
H 0.92010 -1.93317 -4.99485
C -1.02997 1.12958 -4.64876
C -0.79146 1.14502 -6.04415
H 0.13394 0.72487 -6.43598
C -1.74336 1.72799 -6.89408
H -1.49233 1.87257 -7.94442
C -2.98873 2.13669 -6.35574
H -3.67817 2.67803 -6.99266
C -3.30688 1.85625 -5.00369
H -4.30364 2.12326 -4.62525
C -2.35454 1.26577 -4.16713
H -2.62833 0.91487 -3.15662
H -0.63167 -2.92518 -4.27677
H -1.92541 -3.24063 -2.87114
C -5.15254 -0.54839 4.18178
C -3.64315 -0.71561 4.39614
C -3.16216 0.35148 5.39775
C -3.37972 -2.10893 4.99578
C -2.85502 -0.56723 3.08020
C -3.45027 -0.28011 1.84578
C -2.63361 -0.12608 0.71779
N -1.29328 -0.24994 0.77162
C -0.69039 -0.53402 1.96552
C -1.46344 -0.70712 3.12621
C 0.78773 -0.53363 1.96744
C 1.51379 -0.80862 3.14905
C 2.89775 -0.59675 3.16464
C 3.52207 -0.22375 1.96290
C 2.73665 -0.03725 0.81579
N 1.38860 -0.17262 0.78759
C 3.74631 -0.74531 4.44427
C 4.77408 -1.86991 4.23409
C 4.49248 0.57444 4.71137
C 2.88210 -1.07906 5.66944
H -5.66854 -0.65550 5.14563
H -5.53578 -1.31908 3.49980
H -5.38242 0.44628 3.77741
H -3.72030 0.25323 6.33939
H -2.09192 0.24244 5.61581
H -3.33569 1.35808 4.99216
H -3.71994 -2.88884 4.30083
H -2.31286 -2.26295 5.20004
H -3.93278 -2.21590 5.93907
H -4.52574 -0.15621 1.73963
H -3.07040 0.10735 -0.26326
H -0.95786 -0.92131 4.06582
H 0.97239 -1.16550 4.03969
H 4.60940 -0.06230 1.91578
H 3.20677 0.24650 -0.12678
H 5.43388 -1.65118 3.38473
H 5.39238 -1.98693 5.13399
H 4.25781 -2.82049 4.04226
H 3.77287 1.39437 4.84569
H 5.09053 0.48627 5.62880
H 5.16571 0.82916 3.88260
H 2.14174 -0.28692 5.84758
H 2.37021 -2.04077 5.53275
H 3.52160 -1.15636 6.55984

[3]
164
Properties=species:S:1:pos:R:3 method="wB97M-V/def2-TZVPD" spin_multiplicity=1 energy_ev=-5393301.6507 total_charge=+1 orbital_gap_ha=0.2930
C -1.19256 -4.00047 -1.64896
C -1.86981 -2.64986 -2.36645
Cl -3.29092 -2.15941 -1.28285
C -0.67811 -1.53251 -2.50250
C -1.18945 0.01598 -2.66866
N -2.13775 0.87713 -1.86429
C -2.26706 2.28057 -2.41504
N -3.07208 3.21077 -1.80291
C -3.84077 2.72096 -0.56343
C -4.65012 3.90990 0.22334
C -5.81996 3.13657 1.13469
S -5.01946 2.01474 2.45685
N -1.36600 2.34445 -3.62846
F -1.20925 3.43595 -4.41620
N -0.76944 1.06572 -3.71886
C 0.24885 0.86656 -4.86063
C 1.54448 1.86858 -4.52676
C 2.96464 1.29005 -5.18244
Br 1.88540 2.03257 -2.53488
H -1.09002 -3.70834 -0.49603
H -0.13185 -4.25890 -2.07131
H -1.95571 -4.90192 -1.67608
H -2.30010 -3.03425 -3.39163
H -0.09043 -1.79643 -3.50759
H 0.12990 -1.63252 -1.64246
H -3.12772 4.18764 -2.17834
H -4.56784 1.86203 -0.95470
H -3.09120 2.22360 0.20401
H -5.11536 4.73652 -0.46184
H -3.88746 4.43067 0.97823
H -6.41129 2.40464 0.40184
H -6.56167 3.90428 1.61491
H -4.29043 0.97270 1.80912
H 0.70727 -0.23479 -4.82687
H -0.20616 1.09599 -5.91670
H 1.38178 2.92435 -5.02265
H 2.77468 0.67155 -6.17153
H 3.60838 0.71826 -4.38708
H 3.59723 2.25018 -5.48823
C 2.86792 6.35424 -2.30587
Br 3.52428 5.29491 -0.81207
Br 4.28624 6.78604 -3.56538
Br 1.35319 5.50661 -3.18406
H 2.50822 7.30209 -1.89208
C -1.68996 -3.11858 2.88974
Br -1.83034 -1.50826 1.80735
Br -1.76143 -4.73006 1.80232
Br -0.11725 -3.08669 4.03417
H -2.56441 -3.13831 3.54852
C 1.11451 -8.24025 0.83594
Br 1.79487 -7.53179 -0.84323
Br 1.72344 -7.19743 2.36112
Br -0.82183 -8.42502 0.81201
H 1.53034 -9.24675 0.95024
C -0.11553 2.53722 2.36958
Br -1.20366 2.08058 0.82301
Br -1.20702 3.03809 3.90001
Br 1.14465 1.12261 2.81111
H 0.47516 3.41777 2.09621
C 6.41008 7.81920 0.34566
Br 5.93306 7.52808 2.20902
Br 6.29775 9.69829 -0.14511
Br 8.14983 7.06181 -0.08300
H 5.67084 7.28557 -0.26080
C 4.51462 0.40638 4.73179
Br 3.41801 -0.96290 3.89101
Br 5.37983 -0.24947 6.34602
Br 5.79517 1.17466 3.48517
H 3.84046 1.21389 5.03586
C 6.90433 1.91781 -3.88019
Br 6.01700 3.60148 -3.47732
Br 6.21775 0.45920 -2.79138
Br 6.83467 1.49899 -5.77858
H 7.96036 2.04233 -3.61879
C 4.62112 -10.79896 1.82137
Br 5.54209 -9.15905 1.32445
Br 4.02260 -10.76061 3.67198
Br 3.16568 -11.21089 0.59821
H 5.34917 -11.61256 1.73755
C -1.06009 2.09531 -9.48206
Br 0.73225 2.82684 -9.67390
Br -1.21166 0.33086 -10.28715
Br -1.64832 2.09793 -7.62784
H -1.73632 2.75732 -10.03295
C 9.42955 -7.66604 1.14498
Br 9.19660 -9.23871 0.02388
Br 8.43816 -6.13759 0.46275
Br 9.00136 -8.03425 3.00649
H 10.49134 -7.40106 1.10751
C -8.69836 2.28832 4.64461
Br -7.77739 3.92823 4.14769
Br -9.29688 2.32667 6.49522
Br -10.15381 1.87639 3.42145
H -7.97031 1.47472 4.56079
C -11.37078 -1.93234 4.43393
Br -10.43712 -1.25357 5.99981
Br -10.19830 -2.04820 2.88592
Br -12.25885 -3.62442 4.79767
H -12.15335 -1.20675 4.18875
C -11.13594 5.84101 3.58644
Br -10.16659 7.34616 4.34757
Br -12.72208 5.40249 4.62388
Br -11.55511 6.12521 1.70823
H -10.47027 4.97310 3.63769
C 6.87426 -3.52693 4.76704
Br 7.53062 -4.58627 6.26083
Br 8.29258 -3.09514 3.50752
Br 5.35953 -4.37456 3.88884
H 6.51456 -2.57908 5.18083
C -5.21751 -7.39669 1.24520
Br -4.34997 -7.51438 -0.49203
Br -6.51545 -5.94905 1.30942
Br -6.00055 -9.09528 1.77979
H -4.43780 -7.15978 1.97660
C 3.60451 5.76873 4.90372
Br 4.60062 4.18184 4.38030
Br 2.02943 5.32086 5.95394
Br 4.73469 7.06621 5.81111
H 3.25032 6.24236 3.98218
C 5.60184 12.28428 -3.55762
Br 6.53550 12.96305 -1.99174
Br 6.77432 12.16842 -5.10563
Br 4.71377 10.59219 -3.19388
H 4.81927 13.00987 -3.80280
C -3.34083 -5.90141 -5.54423
Br -3.81784 -6.19254 -3.68087
Br -3.45316 -4.02232 -6.03501
Br -1.60108 -6.65881 -5.97289
H -4.08006 -6.43504 -6.15069
C 3.53673 5.30512 9.65468
Br 4.53284 3.71823 9.13126
Br 1.96164 4.85725 10.70490
Br 4.66690 6.60260 10.56207
H 3.18253 5.77875 8.73314
C -10.68414 -7.53958 1.01268
Br -10.00378 -6.83112 -0.66649
Br -10.07521 -6.49675 2.53786
Br -12.62048 -7.72434 0.98875
H -10.26831 -8.54608 1.12697
C 11.29365 2.31433 -4.39698
Br 10.40632 3.99800 -3.99411
Br 10.60707 0.85572 -3.30817
Br 11.22399 1.89552 -6.29536
H 12.34968 2.43886 -4.13558
C 10.35774 -7.83111 -4.03805
Br 11.03810 -7.12265 -5.71722
Br 10.96667 -6.78828 -2.51287
Br 8.42140 -8.01588 -4.06198
H 10.77357 -8.83761 -3.92375
C -11.34169 2.78945 -1.20470
Br -11.32537 0.90001 -0.74192
Br -13.05868 3.61576 -0.81281
Br -9.86903 3.75100 -0.37355
H -11.19525 2.85464 -2.28790
C 14.76995 -0.43024 -4.22249
Br 15.69091 1.20966 -4.71941
Br 14.17143 -0.39190 -2.37188
Br 13.31450 -0.84217 -5.44565
H 15.49799 -1.24384 -4.30631
C -14.61687 0.04681 7.09290
Br -15.71348 -1.32247 6.25212
Br -13.75166 -0.60904 8.70713
Br -13.33632 0.81509 5.84628
H -15.29103 0.85432 7.39697